(1)
ORCA calculation (ωB97M-V/def2-TZVPD) on a gas-phase ion, C7H14N2P (charge +1) at a distorted geometry.

Element x y z (Å)
H  0.3312  2.8811  -2.4324
N  1.0053  2.1151  -2.1091
C  0.4623  1.3143  -1.3385
C  -0.9753  1.4609  -0.7402
C  -1.0324  1.0643  0.7238
C  0.1474  0.1870  1.0518
N  -0.2283  -0.6554  2.2883
C  0.6112  -0.8279  0.0102
C  -0.3749  -1.8323  -0.4274
C  1.1130  0.1116  -1.0434
P  2.3471  -0.3080  -2.1602
H  2.8158  -1.4401  -1.5465
H  -1.5337  2.4417  -1.0770
H  -1.5573  0.7276  -1.4117
H  -1.0331  1.9628  1.3295
H  -1.9188  0.4535  1.0505
H  1.1207  0.6020  1.2721
H  -0.7372  -0.0644  2.9464
H  0.5436  -1.1622  2.9124
H  -0.9651  -1.2188  1.8752
H  1.5088  -1.3297  0.3486
H  -1.3154  -1.4359  -0.6562
H  -0.4609  -2.6884  0.3879
H  0.1259  -2.3587  -1.2543

Atomic forces in eV per Å
1.33 -1.07 0.78
-0.40 3.20 -2.35
-3.38 1.24 1.34
-1.59 -0.05 -3.23
-0.41 -0.37 0.33
1.91 -1.85 1.25
0.73 0.36 1.77
0.41 1.90 0.16
1.32 -3.43 1.38
2.68 -3.24 -1.56
-0.87 1.52 -0.09
0.12 -1.13 0.80
1.51 -1.55 1.25
0.63 0.62 1.22
0.08 0.09 0.34
0.22 0.79 -0.81
-0.27 1.21 0.57
0.13 0.19 0.23
-1.96 0.96 -2.29
0.18 -1.26 0.52
0.08 -0.22 0.53
-1.46 0.35 -0.65
-0.18 1.63 -1.44
-0.80 0.11 -0.04

LUMO	-3.88	eV
net charge	+1
highest occupied orbital energy	-12.3	eV
M	157.18	g mol⁻¹
SMILES	[H]/N=C1\CC[C@@H]([NH3+])[C@@H](C)\C1=P/[H]

Electronic structure analysis, natural (NBO) charges in units of e: H 0.352; N -0.554; C 0.196; C -0.484; C -0.441; C -0.023; N -0.709; C -0.298; C -0.628; C -0.456; P 0.670; H -0.098; H 0.262; H 0.238; H 0.250; H 0.206; H 0.243; H 0.434; H 0.475; H 0.443; H 0.239; H 0.219; H 0.201; H 0.263

=====

(2)
ORCA calculation (ωB97M-V/def2-TZVPD) on C7H14N2Si in the gas phase at a distorted geometry.

Element x y z (Å)
C  0.9849  -0.0558  0.5565
C  1.5472  1.0038  -0.0027
C  -1.2930  2.3926  0.7879
C  3.0298  1.1237  -0.2483
C  -2.1989  -0.4561  1.4899
C  -0.4410  -2.7758  -0.1013
C  -1.4953  -0.2155  -1.3661
N  -0.3250  2.4408  0.1589
N  0.8583  2.2126  -0.2665
Si  -0.7119  -0.8206  0.2348
H  1.6972  -0.8480  0.8659
H  3.3722  1.8465  0.3148
H  3.5954  0.1931  0.0523
H  3.3265  1.2560  -1.3062
H  -1.7781  0.2914  2.2219
H  -3.0841  -0.0342  0.9363
H  -2.4870  -1.2756  2.2253
H  0.2245  -2.9206  -1.0160
H  0.0554  -3.1369  0.7966
H  -1.3881  -3.2332  -0.4263
H  -2.4424  -0.5301  -1.6393
H  -1.4952  0.8731  -1.2458
H  -0.8848  -0.2917  -2.2469
H  1.3332  2.9604  -0.7756

Atomic forces in eV per Å
-0.66 -1.84 0.03
0.44 0.74 0.08
-1.77 0.39 0.78
-0.81 -4.52 -2.59
1.08 -0.21 1.20
0.72 1.97 -1.03
2.54 1.88 0.45
-0.45 0.28 0.43
3.17 -0.48 -1.78
-1.98 -1.49 -0.33
-0.31 0.57 -0.37
2.08 4.06 2.68
-0.99 0.83 -0.19
-0.49 0.26 0.39
-0.69 -0.25 -0.92
0.95 -0.46 0.74
0.15 0.56 -1.38
-0.46 0.36 1.29
-0.29 -0.80 -0.13
0.21 0.01 0.84
-2.00 -0.80 -0.05
-0.62 0.00 -0.01
0.63 -0.57 -0.48
-0.45 -0.49 0.34

LUMO	0.63	eV
highest occupied orbital energy	-8.8	eV
M	154.29	g mol⁻¹

Electronic structure analysis, natural (NBO) charges in units of e: C -0.759; C 0.234; C 0.243; C -0.645; C -1.099; C -1.062; C -1.115; N -0.344; N -0.433; Si 1.564; H 0.237; H 0.210; H 0.233; H 0.225; H 0.243; H 0.246; H 0.235; H 0.228; H 0.222; H 0.238; H 0.237; H 0.230; H 0.226; H 0.404

=====

(3)
ORCA calculation (ωB97M-V/def2-TZVPD) on 2 unconnected molecules or ions with the total composition C7H14N3 at a distorted geometry.

Element x y z (Å)
C  3.3106  0.0727  -1.1760
C  2.3561  -0.4483  0.6793
C  2.1828  -1.2814  1.9356
C  -2.3105  1.0221  -1.4394
C  -1.2821  0.9591  0.7458
C  -2.6008  -1.1087  -0.0280
C  -2.0559  0.2511  -0.2237
N  3.4381  -0.7432  -0.1807
N  2.1436  0.8252  -1.0521
N  1.6846  0.5290  0.1925
H  3.8278  0.0071  -2.1281
H  1.1691  -1.6083  2.2007
H  2.7333  -2.1686  1.6695
H  2.6465  -0.7274  2.7020
H  -2.6839  0.2245  -2.2139
H  -3.1969  1.6827  -1.0352
H  -1.5597  1.6150  -1.8925
H  -0.2013  0.8147  0.3827
H  -1.4614  2.0617  0.7096
H  -1.4243  0.5189  1.6642
H  -2.0430  -1.7364  0.5564
H  -3.5850  -0.8193  0.3491
H  -2.8476  -1.5508  -0.9636
H  1.7598  1.6086  -1.4541

Atomic forces in eV per Å
-1.44 0.14 -1.20
1.97 -0.89 -1.21
-0.54 0.19 -1.88
-3.89 -2.71 -0.88
-0.28 0.92 -1.55
-0.99 2.85 -1.88
1.40 0.81 -0.36
-0.48 -0.08 0.68
2.55 -3.11 2.81
-3.02 1.03 0.09
0.27 0.29 0.39
0.16 0.57 -0.20
0.38 -0.35 0.46
0.50 0.23 1.33
0.30 2.09 1.00
1.30 -0.91 -1.21
0.89 0.75 0.20
-0.08 -0.11 0.41
0.27 -0.88 0.10
0.27 -0.62 2.46
1.11 -1.33 1.96
-0.32 -0.38 0.76
0.03 -0.49 -0.85
-0.36 1.99 -1.42

LUMO	-5.40	eV
net charge	+1
highest occupied orbital energy	-13.3	eV
M	140.21	g mol⁻¹

Electronic structure analysis, natural (NBO) charges in units of e: C 0.209; C 0.347; C -0.652; C -0.730; C -0.779; C -0.709; C 0.577; N -0.458; N -0.384; N -0.336; H 0.224; H 0.222; H 0.255; H 0.246; H 0.247; H 0.308; H 0.280; H 0.373; H 0.276; H 0.249; H 0.268; H 0.303; H 0.256; H 0.410